Entry from the Open Molecules 2025 dataset: a cluster of 2 separate species, C4H9O in total (ωB97M-V/def2-TZVPD).

- Net charge: -1
- Frontier orbital gap: 0.2295 Ha
- E_HOMO: -2.221 eV
- Relative energy (zero: lowest compared OMol25 entry of this formula, charge and spin): 0.833 eV

```
14
Properties=species:S:1:pos:R:3:forces:R:3
C -0.544097 2.374972 1.609047 -0.224 0.147 -0.038
O 0.291703 2.161014 0.575672 0.036 -0.042 0.103
H -1.447219 1.696019 1.615327 0.041 -0.009 0.133
H -0.101760 2.267200 2.639037 0.058 -0.143 -0.063
H -1.006026 3.404585 1.661540 0.053 -0.066 -0.128
C -0.304855 -0.787919 -0.148367 -0.714 -0.159 0.413
C 0.838801 -1.481117 -0.799272 -0.209 0.555 0.334
C 0.829638 -1.936696 -2.041458 0.101 -0.549 -0.044
H -1.228959 -0.856528 -0.732632 0.162 -0.036 -0.193
H -0.541806 -1.237858 0.822840 0.154 -0.073 0.032
H -0.123732 0.283634 0.074099 0.394 0.141 -0.140
H 1.734619 -1.544220 -0.186768 0.143 0.030 -0.185
H 1.704973 -2.394313 -2.492244 -0.087 0.022 -0.014
H -0.101280 -1.948773 -2.596822 0.092 0.182 -0.209
```
Positions in Å, forces in eV/Å.